## P
{"formula": "C2H3ClF2", "method": "the ωB97M-V functional and the def2-TZVPD basis", "species": ["F", "C", "F", "C", "Cl", "H", "H", "H"], "positions_angstrom": [[0.50, 1.22, 1.10], [-0.35, 0.88, 0.15], [-0.17, 1.49, -0.98], [0.17, -0.88, -0.26], [1.85, -0.92, 0.33], [-1.40, 0.79, 0.60], [-0.54, -1.47, 0.38], [-0.05, -1.11, -1.32]], "mulliken_charge": [-0.224, 0.258, -0.211, -0.495, -0.165, 0.271, 0.245, 0.320], "smiles": "FC(F)CCl", "e_lumo_ev": 1.0, "homo_lumo_gap_ev": 11.08}



## Q
{"formula": "C2H3ClF2", "method": "the ωB97M-V functional and the def2-TZVPD basis", "species": ["F", "C", "F", "C", "Cl", "H", "H", "H"], "positions_angstrom": [[0.86, 1.36, -0.68], [0.75, 0.11, -0.19], [1.21, -0.74, -1.10], [-0.63, -0.13, 0.29], [-1.89, 0.19, -0.83], [1.40, 0.03, 0.70], [-0.73, -1.23, 0.61], [-0.96, 0.40, 1.20]], "mulliken_charge": [-0.239, 0.379, -0.232, -0.473, -0.166, 0.131, 0.295, 0.306], "smiles": "FC(F)CCl", "e_lumo_ev": 0.8, "homo_lumo_gap_ev": 11.82}



How do the energies compare? Relative to the most stable structure, in kJ/mol: P 122.4; Q 0.0.